Formula: C68H170O34
Source: OMol25
Level of theory: wB97M-V/def2-TZVPD

Results
ΔE to the lowest compared entry with this formula, charge and spin: 786.8 kJ/mol
Kohn-Sham gap: 9.56 eV
HOMO energy: -9.09 eV
total charge: 0
total energy: -5249.90849 hartree
spin multiplicity: 1

Atoms and positions in Å:
C1 7.375 -2.092 25.910
O1 7.744 -1.943 24.544
C2 7.022 -2.919 23.716
C3 8.067 -3.303 22.654
O2 8.310 -2.326 21.640
C4 9.273 -2.511 20.666
H1 7.870 -1.213 26.324
H2 7.716 -2.929 26.520
H3 6.296 -1.968 25.992
H4 6.134 -2.400 23.356
H5 6.758 -3.761 24.357
H6 7.782 -4.248 22.192
H7 9.007 -3.481 23.177
H8 9.185 -3.510 20.240
H9 10.250 -2.402 21.136
H10 9.289 -1.719 19.917
C5 12.908 0.231 19.570
O3 11.552 -0.019 19.727
C6 10.628 1.017 19.281
C7 10.521 2.210 20.302
O4 10.361 1.904 21.748
C8 9.614 0.777 22.180
H11 13.478 -0.678 19.762
H12 13.318 0.952 20.277
H13 13.216 0.511 18.563
H14 9.747 0.380 19.198
H15 10.887 1.336 18.272
H16 9.644 2.830 20.113
H17 11.401 2.848 20.229
H18 9.479 0.152 21.297
H19 8.660 1.148 22.552
H20 10.216 0.280 22.941
C9 8.872 -9.295 13.961
O5 8.985 -10.647 14.351
C10 8.861 -11.680 13.382
C11 9.850 -12.852 13.599
O6 9.353 -13.716 14.650
C12 8.015 -14.249 14.534
H21 8.714 -8.538 14.730
H22 8.100 -9.157 13.205
H23 9.693 -9.091 13.273
H24 8.990 -11.317 12.362
H25 7.843 -12.069 13.384
H26 10.860 -12.466 13.735
H27 9.912 -13.436 12.681
H28 7.257 -13.471 14.621
H29 7.780 -14.853 15.411
H30 7.997 -14.875 13.642
C13 3.642 0.302 16.614
O7 2.342 0.494 17.235
C14 1.263 -0.439 16.920
C15 -0.044 -0.029 17.573
O8 -1.134 -0.528 16.849
C16 -2.139 0.474 16.778
H31 3.925 -0.747 16.706
H32 4.389 1.007 16.978
H33 3.483 0.540 15.562
H34 1.412 -1.490 17.167
H35 1.094 -0.442 15.843
H36 0.023 1.046 17.742
H37 -0.111 -0.553 18.526
H38 -2.401 0.752 17.799
H39 -3.097 0.218 16.327
H40 -1.730 1.325 16.234
C17 12.587 -4.200 7.666
O9 13.019 -3.336 8.714
C18 13.857 -3.928 9.630
C19 13.750 -3.136 10.945
O10 12.438 -3.164 11.440
C20 12.176 -2.329 12.511
H41 13.423 -4.422 7.004
H42 11.853 -3.634 7.093
H43 12.229 -5.149 8.068
H44 14.805 -3.848 9.099
H45 13.642 -4.978 9.827
H46 14.040 -2.105 10.740
H47 14.311 -3.725 11.670
H48 11.296 -2.517 13.127
H49 12.090 -1.300 12.163
H50 12.978 -2.314 13.249
C21 8.655 -5.060 17.192
O11 7.281 -5.224 17.713
C22 6.499 -4.045 17.661
C23 6.975 -2.719 18.344
O12 6.117 -1.598 17.994
C24 6.270 -0.484 18.756
H51 9.303 -4.655 17.969
H52 8.750 -4.389 16.339
H53 9.119 -6.023 16.978
H54 5.572 -4.237 18.200
H55 6.224 -3.787 16.638
H56 7.989 -2.475 18.028
H57 7.014 -2.891 19.420
H58 6.662 -0.561 19.770
H59 5.295 0.002 18.789
H60 6.983 0.098 18.172
C25 8.877 -5.676 13.163
O13 7.636 -6.348 12.747
C26 6.812 -5.737 11.709
C27 7.466 -5.880 10.269
O14 7.488 -7.219 9.818
C28 8.672 -7.722 9.089
H61 8.680 -4.628 13.388
H62 9.655 -5.925 12.441
H63 9.217 -5.997 14.148
H64 6.587 -4.730 12.060
H65 5.883 -6.268 11.498
H66 8.337 -5.289 9.984
H67 6.770 -5.337 9.630
H68 9.562 -7.430 9.646
H69 8.638 -7.153 8.160
H70 8.537 -8.755 8.768
C29 1.960 3.406 18.498
O15 2.059 4.619 17.745
C30 0.867 5.296 17.541
C31 -0.378 4.517 16.986
O16 -1.071 3.586 17.855
C32 -1.637 4.182 18.974
H71 1.526 3.528 19.490
H72 2.991 3.071 18.611
H73 1.595 2.543 17.941
H74 1.109 6.108 16.855
H75 0.559 5.726 18.494
H76 -0.001 3.847 16.213
H77 -1.043 5.307 16.635
H78 -2.434 3.492 19.252
H79 -2.113 5.142 18.773
H80 -0.904 4.133 19.778
C33 8.128 -9.332 20.090
O17 8.988 -9.822 19.030
C34 9.422 -8.830 18.115
C35 10.355 -9.420 17.025
O18 11.477 -9.995 17.728
C36 12.338 -10.867 16.962
H81 7.128 -9.075 19.742
H82 8.501 -8.455 20.619
H83 8.052 -10.212 20.729
H84 10.055 -8.084 18.594
H85 8.541 -8.297 17.756
H86 10.666 -8.622 16.350
H87 9.747 -10.176 16.528
H88 11.611 -11.640 16.714
H89 13.052 -11.247 17.693
H90 12.895 -10.555 16.078
C37 1.986 4.146 22.707
O19 1.382 2.958 23.034
C38 1.698 1.954 22.065
C39 1.602 0.456 22.608
O20 2.497 0.129 23.701
C40 2.448 -1.244 24.126
H91 1.346 4.710 22.029
H92 3.011 4.264 22.356
H93 1.918 4.649 23.672
H94 2.681 2.067 21.608
H95 0.973 2.138 21.272
H96 1.796 -0.263 21.812
H97 0.610 0.290 23.027
H98 3.012 -1.311 25.056
H99 2.701 -1.906 23.298
H100 1.457 -1.518 24.488
C41 9.824 -0.033 14.838
O21 8.732 -0.240 15.696
C42 7.505 -0.653 15.012
C43 6.736 0.633 14.516
O22 7.325 0.806 13.261
C44 7.176 2.135 12.677
H101 10.700 0.255 15.418
H102 9.664 0.705 14.051
H103 10.117 -0.988 14.403
H104 6.826 -1.138 15.713
H105 7.672 -1.552 14.419
H106 6.960 1.514 15.118
H107 5.666 0.485 14.375
H108 7.685 2.839 13.335
H109 6.138 2.395 12.469
H110 7.789 2.175 11.777
C45 5.401 1.245 22.670
O23 5.313 2.176 21.648
C46 6.627 2.465 21.098
C47 6.515 3.416 19.867
O24 7.531 3.039 18.926
C48 7.343 3.720 17.615
H111 5.737 1.580 23.651
H112 5.985 0.359 22.421
H113 4.428 0.776 22.822
H114 6.969 1.502 20.719
H115 7.365 2.861 21.796
H116 6.659 4.479 20.061
H117 5.550 3.415 19.360
H118 8.084 3.281 16.947
H119 7.432 4.804 17.534
H120 6.375 3.480 17.176
C49 16.192 -11.268 15.490
O25 15.168 -10.290 15.089
C50 15.269 -9.197 15.989
C51 14.245 -8.038 15.889
O26 14.359 -7.367 14.647
C52 13.639 -6.132 14.595
H121 16.366 -11.347 16.563
H122 17.172 -11.035 15.073
H123 15.726 -12.202 15.177
H124 16.285 -8.804 16.039
H125 15.103 -9.614 16.982
H126 14.237 -7.370 16.751
H127 13.215 -8.393 15.858
H128 12.595 -6.435 14.520
H129 13.932 -5.558 13.716
H130 13.693 -5.550 15.516
C53 12.166 -2.357 17.247
O27 12.934 -3.538 17.222
C54 14.184 -3.410 17.877
C55 14.007 -3.578 19.441
O28 13.784 -4.926 19.905
C56 12.497 -5.537 19.614
H131 11.816 -2.054 18.234
H132 11.235 -2.453 16.689
H133 12.580 -1.518 16.687
H134 14.604 -2.441 17.608
H135 14.863 -4.149 17.449
H136 13.194 -2.957 19.815
H137 14.976 -3.366 19.894
H138 11.661 -4.961 20.010
H139 12.524 -6.511 20.102
H140 12.351 -5.711 18.548
C57 4.565 -10.622 22.776
O29 5.031 -9.322 22.405
C58 4.769 -8.249 23.346
C59 5.507 -7.000 22.962
O30 6.409 -6.471 23.974
C60 7.391 -7.406 24.261
H141 5.160 -11.441 22.370
H142 3.564 -10.768 22.370
H143 4.630 -10.899 23.828
H144 4.959 -8.411 24.407
H145 3.691 -8.094 23.347
H146 4.792 -6.199 22.772
H147 6.005 -7.213 22.016
H148 8.280 -7.032 24.770
H149 7.777 -8.050 23.471
H150 6.968 -8.110 24.978
C61 2.549 -4.189 15.706
O31 2.675 -4.023 17.179
C62 2.886 -5.220 17.878
C63 2.939 -4.987 19.406
O32 3.703 -5.931 20.186
C64 2.977 -7.120 20.432
H151 3.347 -4.660 15.132
H152 2.282 -3.222 15.281
H153 1.622 -4.682 15.412
H154 3.804 -5.650 17.477
H155 2.122 -5.954 17.622
H156 1.947 -4.888 19.848
H157 3.531 -4.128 19.721
H158 2.503 -7.446 19.507
H159 2.181 -6.953 21.159
H160 3.584 -7.912 20.869
C65 5.041 -7.095 15.374
O33 4.262 -7.897 16.216
C66 4.945 -8.628 17.314
C67 5.351 -10.128 16.768
O34 4.185 -10.784 16.394
C68 4.215 -12.002 15.772
H161 5.592 -6.302 15.880
H162 4.366 -6.661 14.637
H163 5.747 -7.733 14.843
H164 4.483 -8.568 18.299
H165 5.883 -8.108 17.508
H166 5.890 -10.684 17.535
H167 6.121 -10.127 15.995
H168 4.892 -12.714 16.243
H169 4.544 -11.892 14.739
H170 3.176 -12.331 15.808

Forces on the atoms, in the same order (eV/Å):
0.25 2.12 -0.27
-0.72 -1.72 0.21
2.08 1.69 0.04
0.19 -0.56 -0.68
-2.34 1.29 0.89
1.24 -0.70 0.90
-0.32 0.05 0.58
0.17 -0.66 -0.71
-0.16 -0.11 0.31
-0.12 -0.28 -0.38
0.02 -0.31 -0.44
-0.16 -0.24 -0.25
0.09 -0.07 0.27
0.11 -0.09 -0.48
0.50 -0.33 0.02
-0.71 -0.11 -0.02
1.11 -0.01 0.18
-0.51 0.43 -0.31
0.45 -0.94 1.67
-0.92 -0.82 1.02
1.44 0.62 -1.31
0.35 0.58 -1.21
-0.30 -0.29 0.15
-0.21 0.38 0.08
-0.33 0.33 -0.34
-0.54 0.74 -0.01
0.10 0.40 0.02
0.06 -0.10 -0.84
0.10 -0.18 0.17
-0.35 -0.51 0.52
-0.09 -0.47 0.22
-0.34 -0.19 0.02
-0.16 -0.59 -2.72
0.03 -0.47 1.23
0.37 0.24 -0.46
-2.27 0.14 0.07
0.59 0.21 0.57
1.17 0.52 0.18
0.31 -0.65 0.35
-0.98 -0.07 0.37
0.91 0.63 0.58
0.32 0.42 -0.14
-0.09 0.04 0.13
-0.09 -0.26 0.97
-0.26 -0.08 -0.35
-0.07 0.10 -0.72
0.72 -0.25 0.02
-0.62 0.14 -0.17
-2.05 -0.51 -0.66
-0.29 -0.48 0.76
0.76 0.18 -1.05
1.19 -0.53 1.04
-0.87 0.30 -1.08
0.03 0.47 0.39
0.44 0.09 0.14
-0.34 -0.15 0.51
0.28 -0.14 -0.37
0.94 -0.03 0.30
0.02 0.23 -0.34
-0.70 0.17 -0.18
0.20 0.43 0.54
0.05 0.44 0.13
0.42 -0.89 -0.36
-0.16 0.28 0.14
0.66 0.74 0.31
-2.14 0.12 -1.03
0.16 0.50 0.30
0.06 -0.83 -0.41
-1.41 -1.16 -0.59
0.78 1.38 0.68
0.21 -0.12 -0.19
-0.17 -0.34 0.13
-0.40 0.02 -0.02
1.00 -0.30 1.06
-0.28 -0.23 -0.07
0.48 0.07 0.40
0.98 0.70 0.18
-0.34 -0.77 -0.74
-0.10 0.33 -0.07
0.49 -0.18 0.09
-0.64 0.09 1.10
1.81 0.66 -0.51
-0.94 1.37 0.34
0.49 -0.15 -0.47
-0.33 -4.46 -0.33
0.53 1.99 -0.11
-0.11 0.30 0.24
-0.46 -0.06 -0.22
-0.64 -0.21 -0.23
-0.09 -0.56 -0.25
0.08 -0.08 -0.37
0.27 0.11 -0.11
-0.24 0.28 0.17
-0.04 -0.67 0.17
0.13 0.29 0.18
0.14 1.04 0.42
-1.62 -0.40 -0.49
-0.11 -0.08 0.42
2.81 -0.74 -0.66
-0.83 1.12 -0.33
0.65 -1.34 0.33
-1.71 2.39 0.08
0.18 0.43 -0.87
0.09 0.66 -0.06
-0.41 -0.91 -0.05
0.04 0.33 -0.67
0.02 -0.46 1.13
0.91 -0.41 0.89
-0.71 0.00 -0.20
0.18 -0.65 -0.04
0.53 0.07 -0.28
0.03 -0.03 0.89
1.31 -0.21 -0.53
0.24 -1.18 -0.05
-1.34 -0.29 0.53
1.36 -0.75 0.58
0.96 1.06 -1.57
-0.54 -1.19 0.60
-0.29 0.14 -0.10
0.25 0.32 0.45
-0.87 0.42 -0.04
-0.23 0.01 -0.09
-0.17 0.42 0.26
-0.27 0.34 -0.49
-0.36 -0.21 -0.26
-0.20 0.10 0.28
0.37 0.31 0.14
-0.11 0.82 0.34
0.48 -0.96 -0.90
-0.21 0.66 0.30
0.83 0.05 0.25
-0.73 -0.77 1.64
0.36 1.40 -0.87
-1.67 -0.73 1.04
-0.13 -0.01 -0.34
0.46 -0.06 0.03
-0.11 0.36 0.33
-0.02 0.25 0.65
-0.05 0.04 -0.70
0.02 0.01 -0.21
0.47 -0.27 -0.48
0.63 -0.72 -0.59
-0.01 -0.07 -0.06
-0.40 0.76 0.01
-0.88 2.47 1.22
1.23 -2.75 -0.44
-0.22 -1.43 0.65
-0.16 0.75 1.02
0.09 0.28 -0.30
-0.89 1.28 0.00
-0.05 0.20 -0.43
0.23 -1.12 -0.05
0.32 0.73 -0.13
0.29 0.35 0.32
-0.18 -0.80 -0.39
-0.13 0.19 -0.44
-0.39 0.01 -0.35
0.74 -0.13 -0.55
0.45 -0.23 0.23
-0.55 0.06 -0.36
0.55 -0.51 -0.10
-1.35 -0.34 -0.15
-0.70 1.11 2.23
1.47 -1.91 -1.12
0.12 1.81 -2.26
0.93 -1.17 0.65
-0.21 0.27 0.35
-0.20 -0.03 0.01
-0.06 -0.14 -0.50
0.31 0.41 1.10
0.32 0.79 -1.41
-0.11 -0.24 0.65
-0.25 -0.11 0.43
-0.45 0.36 0.35
-0.01 0.04 0.10
-0.36 -0.37 -0.21
-0.74 -1.75 0.70
1.27 1.35 -0.53
-1.24 0.08 -1.34
0.30 0.07 -0.24
-0.51 1.21 -1.65
0.25 -1.49 0.64
0.22 0.58 -0.07
0.74 0.07 -0.38
-0.27 0.56 0.07
0.48 0.03 -0.10
-0.28 -0.01 0.43
0.16 0.12 0.73
-0.40 -0.70 0.22
0.14 -0.01 0.19
0.24 0.15 0.92
-0.31 -0.22 0.29
-1.44 0.31 -0.56
1.15 0.09 0.81
-0.68 0.68 1.10
-0.74 -1.00 -1.65
1.34 1.23 0.00
-0.54 -1.34 0.24
-0.48 0.34 0.28
-0.16 -0.11 -0.51
0.72 -0.15 -0.27
0.19 0.25 -0.44
-0.11 0.05 0.43
0.81 0.14 0.17
-0.19 -0.73 0.47
-0.49 0.40 -0.28
0.11 -0.14 0.15
0.47 0.18 0.06
-1.05 0.24 -0.40
-0.31 0.08 -0.49
-0.84 -0.11 1.17
0.48 -1.30 -0.99
-0.77 0.05 -0.78
1.07 0.15 0.07
0.49 0.14 0.26
-0.14 -0.94 -0.09
0.91 0.19 0.36
0.18 0.32 0.38
-0.13 -0.30 0.25
0.12 0.35 -0.03
-0.16 0.52 0.16
-0.01 0.24 0.07
0.00 0.11 0.09
0.04 0.19 -0.10
-0.11 -0.17 -0.21
0.85 -0.12 1.24
-1.10 -0.75 0.05
0.02 0.99 -0.07
-0.50 -0.07 -1.65
0.65 -1.55 1.48
0.46 0.53 -0.76
-0.27 0.01 0.35
-0.36 0.82 0.41
0.49 -0.92 0.01
-0.24 0.26 -0.25
0.15 0.08 0.04
0.46 0.17 -0.03
-0.23 0.82 -0.12
-0.30 0.38 -0.78
0.08 -0.38 0.24
-1.34 0.62 1.09
-0.31 0.62 -2.07
0.49 -0.80 -0.12
1.23 0.31 0.78
-0.40 -0.74 -0.54
-0.41 -0.01 -0.10
0.48 0.08 0.71
0.86 0.47 0.36
-0.10 -0.90 0.62
0.40 -0.28 0.55
-0.36 -0.09 0.07
-0.24 -0.01 -0.15
-0.45 0.78 -0.94
0.04 -0.41 -0.03
-0.30 0.28 0.14
0.43 0.16 -0.36
0.45 -0.66 -0.19
-0.65 -0.93 2.39
1.72 -0.72 -2.97
-0.30 1.42 1.22
-0.78 1.61 0.94
0.21 -0.40 -0.52
0.04 0.10 0.26
-0.02 -0.01 0.05
0.34 0.14 -0.25
-1.01 -0.39 -0.54
0.40 0.03 -0.17
-0.17 -0.04 0.77
-0.20 0.67 -0.74
-0.02 -0.27 0.31
-0.02 -0.11 -0.39
0.20 -0.45 -0.20